The following is a quantum chemistry calculation of a structure of composition C21H56ClO11, from the Open Molecules 2025 dataset.

XYZ file:
```
89
Properties=species:S:1:pos:R:3:forces:R:3:lowdin_charge:R:1
Cl 0.5464 -0.1364 0.0956 2.398 3.995 -2.514 0.8847
O 0.6782 -1.4217 0.5695 -1.169 -2.077 -0.497 -0.3466
O 0.2146 0.7279 1.1870 -1.746 -6.516 0.710 -0.2244
O 1.9046 0.2385 -0.3777 -3.439 0.492 0.357 -0.3488
O -0.3713 0.0229 -1.0090 1.730 0.189 1.952 -0.3029
C -0.2388 -3.5170 -3.7695 1.379 -1.475 -0.370 -0.0647
C -0.7904 -2.7597 -2.6099 -1.236 1.529 -0.164 -0.4435
C -0.0226 -2.7753 -1.2903 -0.667 -0.503 -1.510 -0.0443
O -1.0027 -1.4034 -3.0321 0.949 -0.415 -0.964 -0.1009
H 0.8472 -3.6104 -3.7696 0.131 0.560 -0.108 0.0578
H -0.5361 -3.1482 -4.7512 -0.256 0.115 0.236 0.0876
H -0.4597 -4.5817 -3.6942 -0.713 -0.122 -0.037 0.0761
H -1.8225 -3.0968 -2.5146 -0.184 -0.677 0.693 0.1301
H 0.2043 -3.8293 -1.1297 0.445 0.108 0.647 0.1185
H -0.5724 -2.3177 -0.4678 -0.007 -1.533 -1.382 0.0161
H 0.8551 -2.1324 -1.3572 -0.231 -1.297 -0.526 0.0404
H -0.8707 -0.8627 -2.2498 0.135 -0.097 -0.600 -0.0149
C 2.5896 4.2692 1.4694 0.739 0.220 0.896 -0.0511
C 2.2349 2.8008 1.0133 2.317 3.081 0.600 -0.4741
C 3.1162 1.7895 1.7858 -1.352 0.098 0.278 -0.0504
O 0.9017 2.6679 1.2615 1.236 4.383 0.520 -0.0650
H 1.7922 4.9632 1.7351 -0.740 -0.608 -0.293 0.0661
H 3.2089 4.8832 0.8155 0.232 -0.458 -0.496 0.0581
H 3.1558 4.2167 2.3994 0.213 -0.065 0.210 0.0539
H 2.5192 2.8438 -0.0381 -0.332 -0.715 -0.483 0.1204
H 2.8679 0.8179 1.3587 0.697 0.439 0.531 0.0217
H 2.7504 1.8498 2.8108 -0.423 -0.305 0.194 0.0855
H 4.1803 1.9394 1.9686 0.182 0.289 -1.048 0.0852
H 0.5336 1.8341 0.9602 1.220 1.853 -0.003 -0.1588
C -2.7919 -0.0820 -1.5474 -1.244 0.781 -1.221 -0.0559
C -4.3088 0.0975 -1.3875 0.291 0.810 1.658 -0.4195
C -4.7115 0.3097 0.0388 -1.635 -0.568 0.821 -0.0787
O -4.8196 1.2377 -2.0830 0.413 -0.392 -0.453 -0.0409
H -2.0799 0.6315 -1.1325 -1.665 0.509 0.189 0.0500
H -2.6809 0.0364 -2.6252 0.442 -0.406 -0.129 0.0941
H -2.3658 -1.0256 -1.2064 -1.410 0.319 -1.039 0.0451
H -4.8422 -0.7957 -1.7126 0.133 -0.242 -0.324 0.1384
H -4.4030 1.2042 0.5799 0.199 0.230 -1.055 0.0741
H -4.3663 -0.5388 0.6297 -0.415 -0.024 -0.314 0.0647
H -5.7883 0.3506 0.2033 -0.395 -0.248 -0.559 0.0894
H -4.5512 1.0822 -2.9915 -0.068 0.393 -0.359 0.0788
C -2.2342 -2.0334 0.8043 1.170 0.803 1.377 -0.0348
C -2.0914 -1.1485 2.0611 -0.282 0.443 -0.871 -0.4381
C -2.4394 0.2846 1.7850 -0.555 1.020 -0.182 -0.0912
O -3.0117 -1.5636 3.0438 -0.561 -0.255 1.035 -0.0295
H -3.2718 -2.3187 0.6310 0.263 -0.189 -0.143 0.1028
H -1.5092 -2.8313 0.9647 -0.779 -0.711 -0.059 0.0905
H -1.7982 -1.4453 -0.0033 -0.669 -0.537 0.775 0.0142
H -1.0479 -1.1764 2.3747 -0.445 -0.252 0.482 0.1053
H -3.4690 0.4246 1.4558 1.256 -0.453 1.532 0.0200
H -1.9116 0.7778 0.9687 -0.065 -1.402 0.652 0.0186
H -2.2888 0.9524 2.6333 0.238 -0.232 0.353 0.1100
H -2.7038 -2.3005 3.5766 0.367 -0.055 -0.204 0.0904
C 2.3655 -1.4560 -2.8779 0.411 0.095 -0.126 -0.0395
C 3.4669 -1.4349 -1.7312 -0.210 1.167 -1.838 -0.3989
C 4.0976 -0.0139 -1.4916 0.132 -0.270 -1.355 -0.0448
O 2.9847 -2.0093 -0.5440 1.211 -0.854 -1.957 -0.0901
H 2.8035 -1.3211 -3.8669 0.373 0.368 -0.002 0.0775
H 1.5419 -0.7461 -2.8010 0.351 0.493 0.268 0.0693
H 1.7945 -2.3754 -3.0070 0.887 -0.139 0.578 0.0297
H 4.3292 -1.9301 -2.1777 -0.097 -0.903 0.516 0.1224
H 3.4793 0.8148 -1.1466 0.454 -0.510 0.211 0.0536
H 4.3774 0.3231 -2.4897 0.441 -0.024 -0.247 0.0703
H 5.0167 -0.1380 -0.9190 -0.105 0.147 0.216 0.0802
H 2.3727 -1.2895 -0.3741 0.154 -0.503 0.137 -0.0296
C 2.2862 -1.5834 4.5199 0.904 -0.881 0.795 -0.0623
C 1.8743 -1.2285 3.1309 0.687 0.881 -0.231 -0.4839
C 2.9426 -1.3583 1.9898 0.101 -0.270 2.689 -0.0294
O 0.7729 -2.0166 2.7850 0.058 -0.575 1.553 -0.0535
H 1.5162 -1.5378 5.2901 -0.430 0.626 -0.334 0.0754
H 3.1357 -0.9899 4.8578 0.066 0.066 0.001 0.0772
H 2.5588 -2.6361 4.5954 0.411 -0.219 -0.332 0.0743
H 1.6097 -0.1718 3.1694 -0.433 0.320 -0.072 0.1149
H 2.4980 -1.1978 1.0076 1.321 -0.282 2.401 0.0222
H 3.3674 -2.3476 2.1595 -0.080 -0.318 -0.781 0.0972
H 3.7669 -0.6698 2.1759 -0.038 0.041 -0.114 0.0797
H 0.7111 -1.7532 1.8639 -0.747 -0.987 0.800 -0.0621
C -1.6244 2.6976 0.4534 -0.049 -0.093 -0.383 -0.0908
C -1.3186 3.6690 -0.6530 -0.786 -0.846 0.143 -0.4216
C -1.2029 3.0391 -2.0743 -0.327 1.039 0.702 -0.0234
O -2.3508 4.6653 -0.6995 0.532 0.809 -0.418 -0.0536
H -0.7919 1.9951 0.4128 -1.875 0.735 -0.161 0.0365
H -2.5781 2.1713 0.4137 -0.040 0.434 -1.020 0.0639
H -1.6701 3.1200 1.4572 0.575 0.437 -0.061 0.1146
H -0.3462 4.0656 -0.3610 -0.140 0.754 -0.231 0.1272
H -1.1502 3.9306 -2.6992 -0.116 -0.153 -0.423 0.0721
H -2.1158 2.4842 -2.2905 0.085 0.038 -0.160 0.0621
H -0.3184 2.4414 -2.2947 0.003 -0.116 0.430 0.0757
H -3.1301 4.3861 -0.2135 0.221 -0.339 0.019 0.0773
```
Positions in Å, forces in eV/Å.

## Properties
- 2S+1 = 1
- molar mass (g mol⁻¹) = 520.121
- LUMO (eV) = 2.83
- charge = -1
- electronic energy (Ha) = -2120.95004

The following is a quantum chemistry calculation of a structure of composition C21H56HgO21S7, from the Open Molecules 2025 dataset.

XYZ file:
```
106
Properties=species:S:1:pos:R:3:forces:R:3:lowdin_spin:R:1
Hg -0.1708 -0.0919 0.4822 1.999 -0.097 -1.134 0.2617
O 0.7248 0.0988 -1.8732 0.739 0.788 -1.520 0.0648
S 1.4547 0.4351 -3.0702 0.820 1.067 -2.554 0.0113
O 0.9205 1.4440 -4.0851 1.697 -3.078 3.283 0.0046
O 3.0152 0.8550 -2.6009 -1.742 -1.195 -0.525 0.0007
C 3.8852 1.3490 -3.6406 0.283 2.683 1.054 0.0003
C 5.1904 1.8573 -2.9687 -0.872 0.809 0.264 0.0001
C 1.9430 -1.1526 -3.8621 0.008 0.723 0.133 0.0042
H 3.3467 2.2594 -3.9037 0.307 0.064 -0.822 0.0001
H 4.1054 0.8326 -4.5749 -0.487 -1.087 0.493 0.0000
H 5.9147 2.0714 -3.7545 0.323 -0.398 0.328 0.0000
H 5.5458 1.3864 -2.0521 0.252 -1.156 -0.757 0.0000
H 4.9825 2.8208 -2.5033 -0.297 0.463 -0.411 0.0000
H 2.4981 -0.9599 -4.7802 -0.577 0.184 -0.227 0.0005
H 1.0444 -1.7586 -3.9777 0.129 0.118 -0.147 0.0000
H 2.6756 -1.6457 -3.2232 -0.443 0.113 0.502 0.0002
O -3.2392 -2.4797 1.6459 -0.126 1.981 2.040 0.0012
S -2.9710 -1.1916 2.3014 -0.881 1.007 -2.060 0.0181
O -1.6820 -0.5886 2.0418 -2.271 -1.022 2.028 0.0758
O -4.0849 -0.0365 1.7325 2.990 -2.679 -0.100 0.0013
C -5.4674 -0.3949 1.7900 -1.214 2.112 0.967 0.0006
C -6.2843 -0.1745 0.5133 0.748 -0.016 0.170 0.0002
C -3.3132 -1.0537 4.1145 -0.261 -0.239 -1.582 0.0098
H -5.6744 0.4194 2.4844 -1.534 -0.301 0.377 0.0000
H -5.7078 -1.3354 2.2856 0.466 -0.246 -0.291 0.0001
H -5.7631 -0.6665 -0.3079 -0.521 -0.226 -0.144 0.0001
H -6.4040 0.8700 0.2256 0.459 0.061 0.211 0.0000
H -7.3077 -0.4991 0.7013 0.148 -0.546 -0.195 0.0000
H -2.6176 -1.7554 4.5747 -0.574 -0.137 0.233 0.0003
H -4.3908 -1.2152 4.1435 0.175 -0.733 0.623 0.0016
H -3.1726 -0.0356 4.4775 0.437 0.002 -0.541 0.0003
O 2.2102 0.8079 0.5745 0.748 0.277 0.012 0.0789
S 3.5621 0.9589 1.0119 1.513 -1.268 -1.697 0.0128
O 3.9460 0.4222 2.2932 -0.066 1.273 -0.394 0.0018
O 4.5031 0.1796 -0.1142 0.568 0.156 1.292 0.0013
C 5.8719 -0.1826 0.2991 0.793 -1.530 0.749 0.0006
C 6.0328 -1.5593 1.0835 -0.842 1.216 -0.287 0.0001
C 3.9775 2.7023 0.5985 -0.200 -1.706 0.791 0.0051
H 6.4182 0.5770 0.8583 -0.783 0.464 0.387 0.0000
H 6.5170 -0.2658 -0.5756 -0.722 0.015 -0.601 0.0001
H 7.0071 -1.6399 1.5653 0.230 0.259 -0.363 0.0000
H 5.8932 -2.4152 0.4230 -0.092 0.111 0.029 0.0000
H 5.3255 -1.5967 1.9121 -0.190 -0.085 -0.225 0.0000
H 4.9924 2.9167 0.9333 -0.343 0.324 0.356 0.0009
H 3.1117 3.1137 1.1174 0.470 0.989 -0.025 0.0001
H 3.9168 2.8103 -0.4844 -0.298 -0.238 0.182 0.0002
O -1.6988 1.3631 -0.4679 -4.334 2.596 -2.634 0.0631
S -2.9101 1.9351 -1.1688 -0.175 -0.994 -0.636 0.0154
O -4.0403 1.0539 -1.5755 2.274 1.455 1.358 0.0037
O -3.4611 3.2084 -0.3384 2.559 -0.812 -0.889 0.0053
C -4.7569 3.3013 0.1764 -0.921 -0.647 0.744 0.0007
C -4.7709 4.5159 1.0709 -0.393 0.665 -0.709 0.0003
C -2.4807 2.8957 -2.6644 1.206 0.533 0.635 0.0052
H -4.8920 2.4310 0.8186 -0.507 -0.181 -0.217 0.0001
H -5.4170 3.3015 -0.6910 -0.535 0.074 0.391 0.0001
H -3.9264 4.4106 1.7520 -0.254 0.332 0.154 0.0001
H -5.7321 4.6874 1.5554 0.044 -0.672 0.418 0.0001
H -4.7160 5.4296 0.4791 0.674 0.037 -0.119 0.0000
H -1.7562 2.3747 -3.2903 -0.418 -0.444 -0.038 0.0001
H -1.9468 3.7940 -2.3545 0.214 -0.151 0.566 0.0001
H -3.3228 3.3375 -3.1971 -0.420 -0.915 0.166 0.0007
O -1.6574 3.6579 2.4449 1.565 -0.922 0.928 0.0064
S -0.5035 2.7915 2.6855 -1.251 2.185 0.059 0.0169
O -0.4523 1.6019 1.8962 0.666 1.823 1.799 0.0937
O 0.8497 3.6899 2.2797 -0.044 -0.669 1.392 0.0014
C 1.4587 4.6794 3.1948 -0.786 1.964 -0.393 0.0007
C 0.4619 5.7848 3.6443 0.091 -0.927 0.297 0.0002
C -0.4190 2.3728 4.5198 0.602 0.773 -1.455 0.0080
H 2.1839 5.3211 2.6945 0.166 -0.861 -1.222 0.0001
H 2.0937 4.2728 3.9819 -0.784 -0.744 0.275 0.0000
H -0.4155 5.2831 4.0525 -0.103 0.630 0.364 0.0001
H 0.1338 6.4817 2.8731 0.040 -0.604 -0.516 0.0000
H 0.9667 6.4561 4.3391 -0.075 -0.382 0.507 0.0000
H 0.4725 1.7673 4.6834 -0.083 0.047 -0.044 0.0003
H -1.3266 1.8436 4.8102 0.040 0.118 -0.403 0.0003
H -0.3527 3.3404 5.0171 -0.013 -0.184 0.140 0.0010
O 0.9043 -2.1481 0.5527 1.475 -2.457 -0.089 0.0957
S 1.4619 -3.4178 0.1358 1.941 -1.646 -0.156 0.0186
O 1.6692 -3.7482 -1.2723 -0.591 0.638 1.809 0.0029
O 2.9674 -3.5957 0.8674 -0.382 -0.295 -1.032 0.0039
C 3.9286 -4.5888 0.2914 0.044 0.162 0.392 0.0014
C 4.8619 -5.2300 1.3269 0.005 0.638 0.625 0.0004
C 0.7261 -4.8303 1.0400 0.195 0.331 -1.032 0.0074
H 4.5571 -4.1460 -0.4813 -0.286 0.751 0.193 0.0000
H 3.4735 -5.4149 -0.2550 -0.802 0.186 0.202 0.0001
H 4.4546 -6.0901 1.8583 -0.003 -0.442 -0.729 0.0000
H 5.2060 -4.6620 2.1912 -0.330 0.982 -0.297 0.0000
H 5.7907 -5.3899 0.7794 -0.075 -0.826 0.086 0.0001
H 1.4960 -5.5906 0.9085 -0.113 -0.056 0.197 0.0008
H -0.1727 -5.1759 0.5293 -0.088 0.339 0.102 0.0004
H 0.5793 -4.5902 2.0930 0.034 0.171 -0.259 0.0002
O -1.3386 -3.8779 -1.5774 -0.667 0.375 -0.218 0.0019
S -1.9817 -2.5870 -1.6813 -0.645 -1.509 0.134 0.0114
O -1.4730 -1.6137 -0.7386 -1.721 -0.593 -2.298 0.0624
O -1.8799 -2.1101 -3.2506 -0.140 -1.060 0.835 0.0008
C -1.9345 -3.2039 -4.2731 0.124 -0.233 -0.831 0.0005
C -3.2531 -3.3604 -5.0315 -0.660 0.656 0.293 0.0001
C -3.8388 -2.7822 -1.5750 1.356 0.519 -0.336 0.0059
H -1.6227 -4.1885 -3.9247 0.090 0.395 0.797 0.0001
H -1.1747 -2.9198 -5.0012 0.004 0.307 0.161 0.0000
H -3.6519 -2.3809 -5.2953 0.009 0.047 -0.088 0.0000
H -4.0598 -3.8985 -4.5337 0.187 0.084 0.572 0.0000
H -3.1608 -3.9279 -5.9575 0.663 0.116 -0.042 0.0000
H -4.1772 -2.9495 -0.5525 0.380 -0.003 -0.084 0.0003
H -4.0821 -3.6102 -2.2410 0.072 0.026 0.149 0.0007
H -4.2224 -1.8478 -1.9848 -0.084 -0.002 0.125 0.0002
```
Positions in Å, forces in eV/Å.

## Properties
- 2S+1 = 2
- molar mass (g mol⁻¹) = 1069.717
- LUMO (alpha / beta) (eV) = -1.68 / -1.74
- charge = +1
- electronic energy (Ha) = -5353.93767

no.,maximum force (eV/A)
1,6.8
2,5.7